# 1
CH4INS | ωB97M-V/def2-TZVPD

## Properties
**Total energy**: -791.0588 hartree
**Energy relative to the best compared isomer or geometry (same formula, charge and spin)**: 36.1 kcal/mol
**Frontier orbital gap**: 7.82 eV

Structure (ORCA input):
```
! wB97M-V def2-TZVPD RIJCOSX def2/J DEFGRID3
* xyz 0 1
C 0.02 -0.44 0.98
N -0.39 0.21 -0.37
S 0.89 1.18 -0.94
I -1.12 -1.15 -1.83
H -0.94 -0.64 1.57
H 0.63 -1.42 0.82
H 0.66 0.26 1.65
H 0.25 2.00 -1.88
*
```

Calculated atomic charges, method Löwdin, unit e: atom 1 (C): -0.2786, atom 2 (N): -1.0522, atom 3 (S): 0.5600, atom 4 (I): 0.6509, atom 5 (H): 0.0781, atom 6 (H): 0.0758, atom 7 (H): 0.0792, atom 8 (H): -0.1131


# 2
CH4INS | ωB97M-V/def2-TZVPD

## Properties
**Total energy**: -791.0088 hartree
**Energy relative to the best compared isomer or geometry (same formula, charge and spin)**: 67.5 kcal/mol
**Frontier orbital gap (alpha / beta)**: 7.56 / 7.56 eV

Structure (ORCA input):
```
! wB97M-V def2-TZVPD RIJCOSX def2/J DEFGRID3
* xyz 0 1
C 0.04 0.67 -0.22
N -0.98 -0.11 0.38
S -0.37 -2.24 -0.07
I -2.94 0.04 0.00
H -0.35 1.62 -0.26
H 0.85 0.42 0.39
H 0.31 0.54 -1.33
H -1.23 -2.87 0.76
*
```

Calculated atomic charges, method Löwdin, unit e: atom 1 (C): -0.3363, atom 2 (N): -0.8199, atom 3 (S): 0.4636, atom 4 (I): 0.7316, atom 5 (H): 0.0333, atom 6 (H): 0.0520, atom 7 (H): 0.1057, atom 8 (H): -0.2300


# 3
CH4IOP | ωB97M-V/def2-TZVPD

## Properties
**Total energy**: -754.7455 hartree
**Energy relative to the best compared isomer or geometry (same formula, charge and spin)**: 23.2 kcal/mol
**Frontier orbital gap**: 9.26 eV

Structure (ORCA input):
```
! wB97M-V def2-TZVPD RIJCOSX def2/J DEFGRID3
* xyz 0 1
C -0.28 0.85 -0.23
O 1.04 0.98 0.36
P 1.92 0.27 1.54
I 0.25 0.12 3.33
H -0.96 1.78 -0.05
H -0.68 -0.14 0.19
H -0.05 0.76 -1.24
H 1.42 -1.41 1.00
*
```

Calculated atomic charges, method Löwdin, unit e: atom 1 (C): -0.1418, atom 2 (O): -0.7237, atom 3 (P): 0.4075, atom 4 (I): 0.2369, atom 5 (H): 0.1173, atom 6 (H): 0.0740, atom 7 (H): 0.0510, atom 8 (H): -0.0211


# 4
CH4IOPS | ωB97M-V/def2-TZVPD

## Properties
**Total energy**: -1152.9038 hartree
**Energy relative to the best compared isomer or geometry (same formula, charge and spin)**: 83.9 kcal/mol
**Frontier orbital gap**: 7.29 eV

Structure (ORCA input):
```
! wB97M-V def2-TZVPD RIJCOSX def2/J DEFGRID3
* xyz 0 1
C -1.45 -0.27 -0.74
O 2.15 0.23 -0.57
P 1.61 0.14 2.54
S 2.75 -0.18 1.07
I -2.31 0.07 1.23
H -0.39 -0.44 -0.71
H -1.75 0.67 -1.19
H -1.99 -1.08 -1.19
H 1.38 0.85 -0.45
*
```

Results of the Löwdin charge analysis, in e, for atoms 1 through 8: atom 1 (C): -0.5262, atom 2 (O): -0.5501, atom 3 (P): 0.2704, atom 4 (S): 0.3044, atom 5 (I): 0.5763, atom 6 (H): -0.0376, atom 7 (H): -0.0255, atom 8 (H): -0.0127


# 5
CH4IP | ωB97M-V/def2-TZVPD

## Properties
**Total energy**: -679.3680 hartree
**Energy relative to the best compared isomer or geometry (same formula, charge and spin)**: 114.8 kcal/mol
**Frontier orbital gap (alpha / beta)**: 8.18 / 8.46 eV

Structure (ORCA input):
```
! wB97M-V def2-TZVPD RIJCOSX def2/J DEFGRID3
* xyz 0 1
C -0.07 -0.26 -0.45
P -0.26 0.78 0.94
I -1.29 0.20 -2.07
H 0.89 -0.74 -0.58
H -0.92 -1.92 0.28
H 0.96 0.24 1.35
H 0.69 1.69 0.54
*
```

Calculated atomic charges, method Löwdin, unit e: atom 1 (C): -1.1873, atom 2 (P): 0.6180, atom 3 (I): 0.6864, atom 4 (H): -0.0447, atom 5 (H): 0.1515, atom 6 (H): -0.1027, atom 7 (H): -0.1212


# 6
CH4IPS | ωB97M-V/def2-TZVPD

## Properties
**Total energy**: -1077.6291 hartree
**Energy relative to the best compared isomer or geometry (same formula, charge and spin)**: 79.7 kcal/mol
**Frontier orbital gap (alpha / beta)**: 6.09 / 5.29 eV

Structure (ORCA input):
```
! wB97M-V def2-TZVPD RIJCOSX def2/J DEFGRID3
* xyz 0 1
C 0.32 -0.11 -0.51
P 0.99 1.39 0.18
S 0.81 -1.64 -0.02
I -2.76 0.23 0.33
H -0.57 -0.15 -1.18
H -0.24 1.93 0.59
H 1.46 0.93 1.48
H 0.00 -2.58 -0.87
*
```

Calculated atomic charges, method Löwdin, unit e: atom 1 (C): -0.9914, atom 2 (P): 0.7527, atom 3 (S): 0.7167, atom 4 (I): -0.2138, atom 5 (H): -0.0868, atom 6 (H): -0.1335, atom 7 (H): -0.0572, atom 8 (H): 0.0134